[1]
C57H78AsN4P2Se2Si4Ti | ωB97M-V/def2-TZVPD

Geometry as XYZ:
```
149
Properties=species:S:1:pos:R:3
Ti -0.94638 0.70872 -1.03211
C 4.78575 0.35555 1.75761
Si 3.72688 -1.18360 1.48526
C 4.53010 -2.18046 0.09261
C 3.97598 -2.20925 3.05615
N 2.12722 -0.86089 1.00067
P 0.74936 -0.83377 1.76797
C -0.41606 0.26412 1.01615
P -1.35304 1.47406 1.85861
N -1.30559 2.76151 0.94130
Si -1.72925 4.39606 1.26743
C -0.22915 5.50295 1.02790
C -2.40320 4.78157 2.98592
C -3.03797 5.05528 0.08647
C -0.77774 1.84963 3.56081
C -1.26859 1.30070 4.74178
C -0.80216 1.74790 5.97248
C 0.15576 2.75091 6.03900
C 0.66448 3.29300 4.86799
C 0.20771 2.83369 3.64292
C -3.10066 1.01736 2.21964
C -3.44575 -0.18293 2.83423
C -4.75662 -0.47594 3.17974
C -5.75949 0.44966 2.91944
C -5.43727 1.64944 2.30357
C -4.12250 1.92134 1.94518
C 1.08114 -0.48050 3.55873
C 1.90409 0.61829 3.81180
C 2.40426 0.86847 5.07934
C 2.09122 0.01917 6.13168
C 1.26023 -1.06708 5.90411
C 0.75463 -1.31166 4.63196
C 0.19057 -2.60693 1.93916
C -0.99523 -3.01676 2.54398
C -1.27383 -4.35826 2.77231
C -0.34971 -5.32912 2.40793
C 0.83859 -4.94203 1.80657
C 1.09622 -3.59803 1.57029
H 5.83459 0.13347 1.52622
H 4.73942 0.68942 2.79732
H 4.46697 1.18290 1.11741
H 5.55391 -1.84356 -0.10997
H 3.95147 -2.07890 -0.82898
H 4.57628 -3.24727 0.34399
H 4.95087 -2.71232 3.02858
H 3.20754 -2.97793 3.17673
H 3.94811 -1.57810 3.94975
H 0.55488 5.33366 1.77355
H -0.54044 6.55248 1.10334
H 0.21362 5.35436 0.03555
H -1.63548 4.72546 3.75829
H -3.20342 4.09303 3.27298
H -2.81661 5.79721 2.99287
H -3.51371 4.26078 -0.48962
H -2.60430 5.76890 -0.62101
H -3.83165 5.57154 0.63941
H -2.02999 0.53251 4.71686
H -1.19974 1.31712 6.88422
H 0.50840 3.10237 7.00158
H 1.41907 4.07028 4.90758
H 0.61004 3.24848 2.72458
H -2.67566 -0.90770 3.05263
H -4.99336 -1.42097 3.65488
H -6.78736 0.22873 3.18338
H -6.21205 2.37068 2.07264
H -3.89941 2.83532 1.41613
H 2.17228 1.27408 2.99104
H 3.04732 1.72601 5.24293
H 2.49143 0.20471 7.12155
H 1.00938 -1.74125 6.71549
H 0.13008 -2.17920 4.49009
H -1.71474 -2.27991 2.86836
H -2.20743 -4.64355 3.24387
H -0.55700 -6.37678 2.58936
H 1.56721 -5.69031 1.51720
H 2.02185 -3.29263 1.10206
Se -4.40964 1.39407 -1.33077
Se -2.24658 -0.26000 -3.66626
C -2.77980 -1.27464 -2.22666
C -3.78084 -2.25939 -2.29443
C -4.14145 -2.94808 -1.16976
C -3.47394 -2.68204 0.02709
C -2.47969 -1.74452 0.02786
N -2.11338 -1.03173 -1.07052
C -3.15173 2.47088 -2.13802
C -3.52360 3.48495 -3.05739
C -2.63240 4.44820 -3.42929
C -1.34341 4.44363 -2.86933
C -0.99627 3.39688 -2.07614
N -1.84157 2.37737 -1.76975
H -4.26142 -2.42370 -3.24859
H -4.92270 -3.69997 -1.21156
H -3.71396 -3.20196 0.94424
H -1.93696 -1.50412 0.91442
H -4.54244 3.47692 -3.41769
H -2.92600 5.23051 -4.12052
H -0.62051 5.21900 -3.08260
H -0.01077 3.34776 -1.63642
C 2.17886 -4.44150 -1.82850
As 0.70001 -3.15930 -1.59523
C -0.71928 -4.51979 -1.53715
C 0.62855 -2.70868 -3.52918
C 0.32537 -3.81154 -4.49198
C 1.34399 -4.48744 -5.16699
C 1.05716 -5.49783 -6.07753
C -0.26072 -5.85650 -6.32975
C -1.28593 -5.18794 -5.66957
C -0.99627 -4.17551 -4.76524
H 1.91471 -5.16530 -2.60095
H 2.37477 -4.97467 -0.89634
H 3.09027 -3.91912 -2.12093
H -0.45661 -5.37509 -2.16338
H -1.66042 -4.09753 -1.89373
H -0.85603 -4.84608 -0.50683
H 1.60832 -2.27156 -3.74202
H -0.11680 -1.91820 -3.61630
H 2.37578 -4.20375 -4.98240
H 1.86556 -5.99975 -6.59718
H -0.48791 -6.63494 -7.04886
H -2.31896 -5.45239 -5.86617
H -1.80160 -3.63255 -4.28057
C 2.95316 0.53625 -4.40531
Si 1.16063 1.04441 -4.05132
C 0.28467 0.13890 -5.45150
C 0.92498 2.78498 -4.72756
C 0.92779 0.89271 -2.14837
Si 2.24736 1.96989 -1.25690
C 1.85744 2.44993 0.50171
C 3.92689 1.13501 -1.19702
C 2.67305 3.65574 -2.00500
H 3.03751 0.15185 -5.42774
H 3.30051 -0.24439 -3.72065
H 3.63920 1.38450 -4.31198
H 0.86240 0.40166 -6.34646
H 0.25433 -0.94788 -5.37304
H -0.73491 0.48867 -5.60636
H 1.47627 2.85044 -5.67428
H 1.26391 3.58951 -4.08613
H -0.13361 2.95375 -4.94613
H 1.25488 -0.13400 -1.88667
H 1.73070 1.55377 1.10639
H 0.93740 3.03847 0.57740
H 2.69271 3.04532 0.89370
H 3.86206 0.13946 -0.75211
H 4.60455 1.73909 -0.58075
H 4.37538 1.03922 -2.18247
H 1.82585 4.33382 -2.15351
H 3.20870 3.57045 -2.95550
H 3.34613 4.13016 -1.28297
```

Calculated values
LUMO in eV: 1.79
Energy relative to the best compared isomer or geometry (same formula, charge and spin) in kJ/mol: 79.0
Gap between HOMO and LUMO in eV: 6.32
Total charge: -1

[2]
C57H78ClN6S2Si2TeV | ωB97M-V/def2-TZVPD

Geometry as XYZ:
```
148
Properties=species:S:1:pos:R:3
V -0.62545 -0.47709 0.23250
N 0.29562 -0.28799 2.05022
N -0.55809 0.27966 3.03988
C -1.34655 1.31225 2.58508
N -1.91294 2.12023 3.54809
S -1.58818 1.57546 0.95076
H 0.79044 -1.07784 2.45694
H 1.04502 0.36391 1.76138
H -0.11518 0.45439 3.94009
H -2.15031 1.66504 4.42071
H -2.68367 2.65655 3.17925
C -4.54409 0.01559 -3.13916
C -3.65792 0.56334 -2.01622
C -3.51802 2.08109 -2.15350
C -4.16947 0.12471 -0.66620
C -5.35047 0.66402 -0.17056
C -5.87799 0.24606 1.03888
C -5.23613 -0.74452 1.76042
C -4.04630 -1.30265 1.30928
C -3.35577 -2.39659 2.10275
C -3.28970 -2.09196 3.60185
C -4.05586 -3.74221 1.87760
C -3.48988 -0.85306 0.09247
N -2.20726 -1.32106 -0.27787
C -1.99383 -2.52026 -0.88781
C -0.66989 -2.96753 -0.82226
N 0.18658 -2.12312 -0.18448
C 1.50186 -2.57427 0.09119
C 2.58844 -2.23771 -0.74561
C 3.85831 -2.69712 -0.41617
C 4.06574 -3.50327 0.69022
C 3.00051 -3.82720 1.50950
C 1.71994 -3.36217 1.23940
C 0.57816 -3.67894 2.18974
C 0.99298 -3.49915 3.65841
C 0.03820 -5.09836 1.97697
C 2.39023 -1.40336 -1.98940
C 3.11717 -0.06264 -1.88703
C 2.81778 -2.15294 -3.25228
C -0.58803 -4.28804 -1.43016
C 0.39479 -5.22776 -1.64344
C 0.04036 -6.44766 -2.26566
C -1.23999 -6.73210 -2.67403
C -2.27920 -5.78426 -2.47055
C -3.65467 -5.91353 -2.80437
C -4.52880 -4.89586 -2.50802
C -4.13141 -3.69880 -1.86939
C -2.80493 -3.53679 -1.53900
C -1.90885 -4.59510 -1.85904
H -4.12741 0.31536 -4.10252
H -5.56494 0.40138 -3.05886
H -4.58538 -1.07439 -3.10709
H -2.66673 0.14340 -2.15807
H -4.48741 2.58548 -2.11077
H -3.05547 2.31156 -3.11531
H -2.88829 2.48098 -1.35712
H -5.85881 1.43475 -0.73811
H -6.79157 0.68786 1.41932
H -5.67166 -1.09346 2.69006
H -2.33064 -2.48012 1.73359
H -4.28634 -2.06696 4.04710
H -2.80069 -1.13150 3.77416
H -2.71642 -2.87034 4.11114
H -5.11791 -3.66295 2.12182
H -3.60805 -4.51082 2.51254
H -3.96326 -4.06086 0.84099
H 4.70367 -2.42940 -1.04181
H 5.06047 -3.86306 0.92110
H 3.17688 -4.44798 2.38090
H -0.23296 -2.97869 1.96963
H 1.55071 -4.36705 4.01650
H 0.10598 -3.39448 4.28672
H 1.62885 -2.62031 3.79549
H 0.85636 -5.82165 1.95114
H -0.51079 -5.17257 1.03958
H -0.63400 -5.37198 2.79392
H 1.33130 -1.18180 -2.08690
H 4.19999 -0.20447 -1.80299
H 2.75982 0.49192 -1.01339
H 2.91357 0.53932 -2.77467
H 3.90145 -2.30391 -3.27681
H 2.52462 -1.57793 -4.13218
H 2.33190 -3.12904 -3.30142
H 1.41801 -5.05412 -1.33202
H 0.81740 -7.18694 -2.42439
H -1.45642 -7.68694 -3.13956
H -4.01320 -6.81278 -3.29196
H -5.57476 -5.01404 -2.76733
H -4.86118 -2.93314 -1.63499
Cl 0.16906 1.37229 -8.68567
C -0.02171 0.97994 -6.98579
C -0.37189 -0.31593 -6.60708
C -0.53623 -0.62462 -5.27775
C -0.34174 0.34923 -4.23959
C -0.51137 0.02019 -2.90721
C 0.02235 1.66305 -4.68656
C 0.16737 1.96491 -6.02303
H -0.51404 -1.07284 -7.36932
H -0.81279 -1.63378 -4.99118
H -0.31310 0.74752 -2.11660
H -0.84092 -0.97645 -2.64129
H 0.17086 2.44311 -3.94589
H 0.42528 2.97127 -6.33218
C 4.31239 4.55546 4.91535
Si 2.71707 4.58952 3.89697
C 1.58089 3.24557 4.58291
C 1.85820 6.26931 4.06846
C 3.13806 4.33611 2.07190
Te 1.49023 3.44506 0.96294
C 1.29322 5.12144 -0.41440
Si -0.46101 5.77239 -0.74500
C -1.06082 5.22705 -2.44887
C -0.37807 7.66998 -0.73798
C -1.68861 5.24306 0.58326
H 4.09911 4.70566 5.97525
H 5.01826 5.32680 4.60238
H 4.79911 3.58423 4.80597
H 1.51932 3.31171 5.67156
H 1.99374 2.26740 4.33020
H 0.57262 3.32114 4.17363
H 1.53199 6.44110 5.09578
H 0.97759 6.31596 3.42433
H 2.52627 7.08660 3.78946
H 4.02056 3.70411 1.96910
H 3.36090 5.28859 1.59103
H 1.76589 4.82601 -1.35062
H 1.89664 5.91055 0.03345
H -0.44861 5.66472 -3.23964
H -2.09239 5.54074 -2.61821
H -1.02604 4.14129 -2.55899
H 0.33464 8.04522 -1.47528
H -0.07896 8.05674 0.23861
H -1.35384 8.09641 -0.97832
H -1.90820 4.17880 0.50100
H -2.63116 5.78578 0.48516
H -1.29838 5.42069 1.58771
S 3.59197 0.57269 2.94779
C 5.02214 0.56483 2.06658
N 5.09472 1.35981 0.95376
C 6.20229 1.44441 0.17658
C 7.31909 0.74038 0.49497
C 7.30612 -0.08416 1.63672
C 6.17082 -0.17182 2.40128
H 4.24018 1.83931 0.68664
H 6.14210 2.11243 -0.66971
H 8.20269 0.81129 -0.12134
H 8.18664 -0.65068 1.90710
H 6.12950 -0.80927 3.27080
```

Calculated values
LUMO (spin up / spin down) in eV: 1.32 / 1.32
Gap between HOMO and LUMO (spin up / spin down) in eV: 3.43 / 3.42
2S+1: 2
Total charge: -1

[3]
C57H80AsF6N11O3 | ωB97M-V/def2-TZVPD

Geometry as XYZ:
```
158
Properties=species:S:1:pos:R:3
C -2.74967 3.54581 -5.63372
C -1.31632 3.54485 -5.99929
O -0.73762 4.49980 -6.37981
N -0.59433 2.17618 -5.89236
H -1.26875 1.43840 -5.69814
H -0.23546 1.99968 -6.83430
C 0.52774 2.22826 -4.83746
H -2.98094 4.30370 -4.88337
H -3.04259 2.60845 -5.15449
H -3.38341 3.74461 -6.50127
H 0.25351 2.80882 -3.96328
H 1.38450 2.64097 -5.36147
H 0.72881 1.18605 -4.60164
C 8.39981 -0.06948 1.66575
C 7.28833 -0.99880 1.23184
O 7.00727 -1.35258 0.13519
N 6.34453 -1.40423 2.35845
H 6.32695 -2.42880 2.37306
H 6.70208 -1.12419 3.27495
C 4.87241 -1.04290 2.20001
H 8.97544 0.18275 0.77675
H 9.11139 -0.51328 2.36663
H 7.97639 0.84433 2.08682
H 4.88700 0.02497 1.97853
H 4.34053 -1.18343 3.13625
H 4.42874 -1.52633 1.33578
C -1.05102 4.49475 -0.93877
C -0.06514 3.48178 -0.41088
O -0.19875 2.30422 -0.53782
N 1.07318 4.06344 0.39680
H 1.77653 3.31973 0.31291
H 1.49167 4.89872 -0.01092
C 0.75427 4.10733 1.89452
H -1.47822 4.94576 -0.03735
H -1.87263 3.97046 -1.42096
H -0.61026 5.21063 -1.63192
H 0.67087 3.09858 2.28105
H -0.23190 4.56800 1.98099
H 1.43370 4.86337 2.28084
C 6.71186 4.04606 0.94295
N 6.53943 4.39600 -0.48920
C 5.52079 3.76733 -1.11798
C 5.27954 4.21611 -2.45347
C 6.22180 4.99528 -3.10742
C 7.34146 5.50052 -2.40410
C 7.46744 5.18158 -1.07046
C 6.03560 5.47576 -4.51357
C 6.12558 6.80785 -4.92380
C 5.90231 7.17073 -6.24378
N 5.60414 6.25687 -7.15343
C 5.59006 4.94736 -6.79867
C 5.73539 4.51559 -5.47490
C 5.45036 6.54398 -8.60206
H 7.04953 4.85738 1.58495
H 7.36956 3.17915 0.97333
H 5.75830 3.74449 1.37358
H 4.81062 3.21742 -0.52311
H 4.44324 3.84280 -3.02914
H 8.10220 6.04957 -2.94167
H 8.35175 5.47240 -0.51808
H 6.22377 7.63426 -4.23111
H 5.86603 8.21124 -6.54615
H 5.36827 4.19288 -7.53801
H 5.70759 3.44932 -5.30720
H 6.24677 7.20818 -8.93286
H 4.50452 7.08533 -8.67104
H 5.37904 5.63802 -9.19295
C -1.86436 -0.86318 -2.07390
N -1.47863 -0.75225 -0.65639
C -2.28797 -0.18181 0.23569
C -1.96709 -0.14995 1.57121
C -0.76806 -0.66054 2.02831
C 0.10919 -1.25790 1.08253
C -0.29491 -1.26281 -0.26725
C -0.44072 -0.52181 3.47812
C 0.14866 -1.56869 4.17666
C 0.67181 -1.37565 5.44396
N 0.33749 -0.26781 6.12744
C -0.21401 0.77230 5.47147
C -0.59484 0.72509 4.14778
C 0.84635 0.01133 7.48673
H -1.85652 -1.85621 -2.51947
H -1.15780 -0.27790 -2.66368
H -2.85008 -0.42786 -2.22390
H -3.28788 0.11515 -0.05477
H -2.65553 0.38786 2.21037
H 1.00328 -1.74297 1.43967
H 0.41747 -1.70388 -0.94630
H 0.07220 -2.59521 3.83925
H 1.27973 -2.11466 5.94801
H -0.18039 1.70505 6.02050
H -1.12363 1.53524 3.66783
H 1.07197 -0.92617 7.99438
H 0.11306 0.54203 8.08938
H 1.79941 0.52784 7.37769
C 5.80656 -0.22584 -4.75543
N 7.03972 -0.41879 -5.60550
C 8.09737 -1.14285 -5.18313
C 9.24588 -1.25209 -5.94925
C 9.32628 -0.55071 -7.18701
C 8.19511 0.11660 -7.63081
C 7.07524 0.18926 -6.78955
C 10.54533 -0.54880 -8.04951
C 11.12388 0.65480 -8.46904
C 12.29177 0.62781 -9.22343
N 12.90873 -0.55051 -9.44544
C 12.43536 -1.71945 -8.97081
C 11.30278 -1.69184 -8.18024
C 14.17364 -0.54927 -10.28208
H 5.82466 -1.01155 -4.00475
H 4.93638 -0.46818 -5.36011
H 5.99127 0.78984 -4.41639
H 7.99371 -1.71650 -4.27523
H 10.16093 -1.63883 -5.52145
H 8.17566 0.51967 -8.63418
H 6.23428 0.72682 -7.20524
H 10.63561 1.59974 -8.27745
H 12.65951 1.49188 -9.76038
H 12.93196 -2.61925 -9.30617
H 11.00522 -2.66965 -7.82065
H 14.83188 0.09201 -9.69727
H 13.87614 -0.16157 -11.25253
H 14.61010 -1.54372 -10.27774
C 8.55107 -3.67960 -1.05358
N 7.48537 -4.74789 -0.95331
C 7.95732 -5.94177 -0.51326
C 7.14067 -7.03324 -0.38137
C 5.78222 -6.84445 -0.49384
C 5.28897 -5.60852 -0.91416
C 6.17364 -4.54693 -1.17570
C 4.87266 -8.00822 -0.18065
C 4.97559 -9.22112 -0.86481
C 4.18520 -10.26898 -0.50867
N 3.25417 -10.15120 0.45285
C 3.04003 -8.95117 1.03341
C 3.84702 -7.86273 0.75405
C 2.34138 -11.30762 0.65242
H 9.34788 -4.24436 -1.53287
H 8.78871 -3.39808 -0.03176
H 8.30152 -2.80693 -1.64734
H 9.01510 -5.91606 -0.28555
H 7.54402 -7.97467 -0.03070
H 4.24813 -5.36023 -1.06890
H 5.83281 -3.58272 -1.52070
H 5.62927 -9.36765 -1.71507
H 4.30483 -11.24362 -0.96445
H 2.25436 -8.97741 1.77608
H 3.55259 -6.94768 1.24748
H 2.83083 -12.25048 0.42544
H 1.42131 -11.14588 0.09152
H 2.00450 -11.35469 1.68893
As 3.11483 0.30933 -1.74786
F 2.86069 1.80975 -0.77557
F 1.39880 0.15771 -2.16354
F 3.58699 -1.21948 -2.51076
F 4.82348 0.63325 -1.35222
F 2.90352 -0.56948 -0.20413
F 3.29564 1.25326 -3.20013
```

Calculated values
LUMO in eV: -19.09
Gap between HOMO and LUMO in eV: 7.72
Total charge: +10

no.,maximum force (hartree/bohr)
1,0.02458
2,0.05217
3,0.07466